# C2H10NO3

A cluster of 3 separate species, C2H10NO3 in total at a distorted geometry (ωB97M-V with the def2-TZVPD basis set, OMol25).

Computed properties:
strongest force on any atom = 2.06 eV/Å
energy relative to the best compared isomer or geometry (same formula, charge and spin) = 12.1 kcal/mol
charge = -1
HOMO energy = -3.99 eV
gap between HOMO and LUMO = 8.242 eV
E = -9869.2456 eV
LUMO energy = 0.1562 Ha

Positions of all 16 atoms, in Å:
C 0.26 1.87 -1.14
N -1.08 1.27 -0.82
C -0.97 -0.22 -0.69
O -0.30 -0.76 0.37
H 0.21 2.87 -0.69
H 0.37 1.76 -2.22
H 1.12 1.34 -0.71
H -1.16 1.52 0.17
H -0.54 -0.56 -1.64
H -2.03 -0.55 -0.59
H 2.22 -0.10 1.92
H 0.84 -0.11 1.07
O 1.66 0.45 1.39
H -0.01 -2.25 0.77
H -0.46 -3.30 1.84
O -0.11 -3.23 0.96

natural (NBO) population analysis, charges in e, atoms 1 to 4: C -0.45; N -0.66; C 0.12; O -0.96